1.
Entry from OMol25: a 5-piece molecular cluster, C20H46N2O10PS overall at a distorted geometry (ωB97M-V with the def2-TZVPD basis set).

Results
DFT total energy	-2390.72030	Ha
HOMO level	-0.3952	Eh
frontier orbital gap	5.463	eV

ORCA input file:
```
! RIJCOSX wB97M-V def2-TZVPD def2/J DEFGRID3
* xyz 1 1
S 0.79 -3.12 1.13
P 0.21 -4.59 0.03
O -0.05 2.82 0.66
O 3.05 -4.96 3.29
O 0.67 -5.98 0.59
O -4.03 5.09 -0.08
O 0.69 -4.52 -1.46
O 5.74 -4.76 4.46
O -1.07 0.06 0.46
O 2.23 1.07 -2.63
O -6.28 6.82 -0.87
O 3.49 2.49 -4.88
N -4.40 -4.16 -0.18
N -3.59 -3.40 0.55
C -3.77 -5.10 -0.83
C -3.16 6.21 -0.18
C -1.61 -4.50 -0.07
C 4.57 -4.20 5.03
C -1.62 0.38 -0.80
C -2.29 -3.51 0.65
C 3.47 -6.12 2.59
C -2.39 -5.32 -0.82
C 2.37 2.23 -1.83
C 0.31 0.43 0.56
C 0.49 1.71 1.35
C -6.40 5.61 -0.14
C -5.95 6.62 -2.24
C 1.61 1.33 -3.88
C 3.34 -5.02 4.69
C -1.30 3.25 1.16
C 4.77 2.16 -4.37
C 6.19 -4.06 3.31
C -5.18 5.35 0.71
C 2.62 1.38 -5.00
H 0.05 1.61 2.34
H 3.48 -6.06 5.00
H -2.01 2.42 1.25
H -2.70 0.25 -0.73
H 1.04 2.26 -3.84
H -2.41 5.98 -0.94
H -5.00 6.20 1.38
H 0.76 0.52 -0.44
H -4.40 -5.75 -1.42
H 1.40 2.55 -1.45
H 2.48 -4.61 5.22
H 4.70 1.57 -3.45
H 0.81 -3.59 -1.70
H -1.42 1.42 -1.08
H 2.09 1.49 -5.95
H 5.28 3.09 -4.15
H -1.18 3.73 2.14
H -4.05 -2.66 1.07
H 4.50 -6.37 2.82
H -1.71 3.98 0.47
H -3.69 7.11 -0.48
H 4.43 -3.16 4.71
H -1.99 -6.12 -1.41
H 3.38 -5.91 1.53
H -6.80 6.21 -2.78
H 5.34 1.61 -5.12
H -7.27 5.71 0.51
H -1.23 -0.29 -1.58
H -5.36 4.47 1.33
H 0.82 -0.38 1.08
H 3.19 0.45 -5.04
H -1.74 -2.83 1.28
H 0.87 -5.82 1.53
H 6.97 -4.66 2.85
H -5.08 5.96 -2.35
H 4.70 -4.21 6.12
H -5.70 7.59 -2.66
H 2.84 3.05 -2.39
H -6.58 4.77 -0.82
H 5.38 -3.93 2.58
H 1.57 1.89 1.47
H 6.60 -3.09 3.58
H 0.91 0.51 -4.07
H 2.82 -6.97 2.84
H -2.65 6.38 0.78
H 3.01 1.98 -0.98
*
```

Results of the Löwdin charge analysis, in e, for atoms 1 through 2: number 1, S, carries 0.47; number 2, P, carries 0.19


2.
Entry from OMol25: C20H46O2P4Yb as an isolated structure at a distorted geometry (ωB97M-V with the def2-TZVPD basis set).

Results
DFT total energy	-3463.31263	Ha
HOMO level (spin up / spin down)	-0.5738 / -0.5736	Eh
frontier orbital gap (spin up / spin down)	5.464 / 5.443	eV
⟨S²⟩	0.751

ORCA input file:
```
! RIJCOSX wB97M-V def2-TZVPD def2/J DEFGRID3
* xyz 3 2
Yb -0.06 0.74 0.15
P -3.38 0.47 1.45
P 1.27 2.60 -1.69
P 0.85 0.38 2.98
P -0.86 0.08 -2.71
O -2.13 -0.07 0.71
O 1.09 -0.87 0.10
C -1.53 -1.51 -2.13
C 0.13 -1.20 3.55
C 0.32 3.91 -2.59
C -0.04 -0.28 -4.27
C 4.55 -2.70 -0.42
C 2.08 -1.59 -0.36
C 2.65 0.07 3.09
C 3.00 -1.17 -1.40
C -3.00 2.23 1.74
C 0.53 1.30 4.51
C -3.80 -0.46 2.93
C 4.26 -1.72 -1.37
C 2.01 3.75 -0.47
C -4.80 0.35 0.36
C 2.60 2.38 -2.87
C 3.62 -3.17 0.49
C -0.37 -4.26 0.08
C -1.45 -4.02 0.84
C -2.41 1.02 -3.11
C 2.32 -2.69 0.47
H 0.60 2.37 4.27
H 1.29 1.04 5.26
H -2.14 -1.43 -1.23
H -0.84 -0.51 -5.00
H 5.54 -3.12 -0.37
H -3.75 -1.51 2.71
H -0.46 4.33 -1.92
H -3.17 0.98 -2.30
H 1.05 4.69 -2.86
H -4.76 -0.56 -0.22
H 3.81 -3.92 1.20
H 1.47 -3.06 1.02
H -2.05 2.26 2.29
H 0.55 0.55 -4.67
H 2.93 -0.20 4.11
H -2.38 -3.66 0.41
H 2.93 3.35 -3.22
H -0.46 1.10 4.91
H 2.94 -0.73 2.41
H 0.59 -4.60 0.51
H 3.44 1.86 -2.41
H -0.14 3.47 -3.49
H -2.11 -1.87 -2.98
H 2.43 4.59 -1.01
H 0.03 -1.89 2.73
H -0.87 -1.01 3.93
H -3.75 2.79 2.31
H 2.70 -0.54 -2.22
H 0.17 0.10 -1.70
H 0.59 -1.17 -4.18
H -4.77 -0.31 3.38
H -3.11 -0.29 3.79
H -2.91 2.64 0.73
H -0.37 -4.06 -1.00
H 5.05 -1.38 -2.05
H 0.74 -1.64 4.34
H 3.21 0.95 2.81
H 1.28 4.11 0.25
H -4.83 1.17 -0.37
H -1.45 -4.33 1.89
H 2.29 1.80 -3.74
H 2.79 3.21 0.06
H -2.24 2.08 -3.37
H -5.73 0.39 0.88
H -0.71 -2.19 -1.93
H -2.85 0.55 -4.00
*
```

Results of the Löwdin charge analysis, in e, for atoms 1 through 2: number 1, Yb, carries 1.37; number 2, P, carries 0.64


3.
Entry from OMol25: C20H46O4P4Pt as an isolated structure at a distorted geometry (ωB97M-V with the def2-TZVPD basis set).

Results
DFT total energy	-2573.15705	Ha
HOMO level (spin up / spin down)	-0.6523 / -0.6963	Eh
frontier orbital gap (spin up / spin down)	5.437 / 3.490	eV
⟨S²⟩	6.055

ORCA input file:
```
! RIJCOSX wB97M-V def2-TZVPD def2/J DEFGRID3
* xyz 4 5
Pt -0.29 -0.13 0.41
P -0.34 1.03 2.17
P -1.83 -0.85 1.86
P -1.30 -1.07 -1.47
P -1.12 2.05 0.16
O 0.67 -0.28 2.62
O 1.16 0.47 -1.06
O -2.67 0.83 2.00
O -0.27 2.12 3.60
C -1.71 -2.63 2.33
C -0.33 3.45 1.09
C -0.39 1.80 4.98
C -3.03 -0.72 -2.01
C -1.06 2.71 -1.55
C 3.57 -2.20 -1.88
C -1.97 -0.11 3.55
C -1.35 -2.91 -1.45
C -0.41 -0.80 -3.06
C 2.77 0.31 -2.77
C 7.64 -1.96 -4.92
C 3.79 -0.37 -3.43
C -2.88 2.42 0.60
C 2.11 -0.24 -1.64
C 7.66 -0.72 -5.41
C -3.64 -0.75 1.44
C 4.20 -1.64 -2.99
C 2.54 -1.52 -1.21
C 2.00 0.00 2.23
C -3.96 1.59 3.24
H -3.30 0.32 -1.80
H 7.08 -2.75 -5.41
H -0.40 -3.27 -1.06
H -3.11 3.48 0.43
H 2.46 1.30 -3.11
H 8.17 -2.22 -4.01
H -3.58 2.54 3.70
H -4.13 -1.72 1.59
H 2.04 -1.96 -0.36
H 5.00 -2.17 -3.50
H -2.44 -2.91 3.10
H 2.11 0.82 1.48
H -3.55 1.81 -0.01
H -0.60 3.39 2.15
H -2.82 -0.54 4.10
H 3.87 -3.18 -1.52
H -2.12 0.97 3.47
H -0.10 0.25 -3.15
H -2.15 -3.24 -0.79
H -1.52 3.70 -1.62
H 0.75 3.39 1.01
H -4.12 -0.02 2.09
H -0.70 -2.82 2.70
H -3.73 -1.38 -1.47
H -0.10 2.72 5.54
H -4.89 1.89 2.71
H -1.06 -0.29 4.13
H -3.78 -0.44 0.41
H -3.14 -0.91 -3.08
H 4.27 0.08 -4.29
H 0.29 1.00 5.31
H -1.55 2.00 -2.21
H -3.05 2.18 1.65
H 8.22 0.08 -4.92
H -1.51 -3.31 -2.46
H 0.48 -1.42 -3.09
H -1.87 -3.25 1.44
H -0.67 4.42 0.70
H 0.34 -1.64 0.54
H 7.13 -0.45 -6.31
H -4.29 0.93 4.07
H -0.01 2.77 -1.87
H -1.07 -1.05 -3.91
H -1.45 1.69 5.31
H 2.43 -0.90 1.77
H 2.60 0.26 3.13
*
```

Results of the Löwdin charge analysis, in e, for atoms 1 through 2: number 1, Pt, carries 0.84; number 2, P, carries 0.78


4.
Entry from OMol25: C20H46OP4Pr as an isolated structure at a distorted geometry (ωB97M-V with the def2-TZVPD basis set).

Results
DFT total energy	-2746.22735	Ha
HOMO level (spin up / spin down)	-0.5761 / -0.5750	Eh
frontier orbital gap (spin up / spin down)	4.531 / 3.948	eV
⟨S²⟩	2.056

ORCA input file:
```
! RIJCOSX wB97M-V def2-TZVPD def2/J DEFGRID3
* xyz 3 3
Pr -0.35 -0.78 -0.07
P -2.00 0.39 1.96
P -2.98 -1.79 -1.24
P 0.66 -0.83 -2.77
P 0.31 -3.11 1.47
O 1.49 0.38 0.43
C -4.10 -2.59 -0.02
C 2.69 2.16 1.42
C 5.82 6.32 1.45
C 2.36 4.41 0.58
C -0.95 -4.36 0.95
C -2.75 -3.05 -2.57
C 0.96 -2.42 -3.60
C 2.34 -0.12 -2.45
C -2.86 -0.70 3.14
C -3.16 1.70 1.40
C 1.76 -3.28 0.29
C 0.99 -3.85 2.99
C -0.73 1.28 2.97
C -0.12 0.34 -3.96
C 4.90 7.03 0.77
C 1.71 1.68 0.53
C 1.32 3.96 -0.23
C 3.02 3.51 1.41
C -3.98 -0.45 -2.03
C 0.98 2.60 -0.25
H 5.78 6.22 2.54
H -3.70 -2.36 0.99
H 0.92 -2.36 -4.70
H -2.31 -1.66 3.15
H -5.13 -2.18 -0.10
H -4.13 -3.68 -0.17
H 3.81 3.87 2.06
H 1.49 -3.24 -0.77
H -1.30 0.72 -1.01
H 4.95 7.14 -0.32
H -4.90 -0.85 -2.51
H -2.25 -2.57 -3.44
H -1.10 1.49 3.99
H 3.18 1.44 2.07
H -2.66 2.25 0.57
H -0.44 2.22 2.49
H 1.31 -4.89 2.82
H -2.10 -3.86 -2.18
H -3.42 2.42 2.20
H 0.17 -3.11 -3.25
H 0.77 4.65 -0.86
H 0.16 0.62 3.05
H -4.09 1.25 1.00
H -4.27 0.29 -1.26
H 2.74 -0.60 -1.53
H 2.25 0.96 -2.24
H 2.48 -2.47 0.49
H 0.27 -3.87 3.82
H 2.65 5.48 0.58
H 4.08 7.54 1.29
H -1.11 -0.05 -4.28
H 1.94 -2.85 -3.31
H -2.86 -0.28 4.16
H 6.66 5.83 0.93
H -3.36 0.05 -2.79
H 2.24 -4.25 0.48
H 0.48 0.53 -4.86
H 1.86 -3.31 3.38
H -3.90 -0.89 2.82
H -3.72 -3.46 -2.88
H -0.30 1.30 -3.44
H -1.86 -4.18 1.54
H 0.16 2.25 -0.87
H -1.22 -4.28 -0.12
H -0.60 -5.38 1.13
H 3.04 -0.28 -3.28
*
```

Results of the Löwdin charge analysis, in e, for atoms 1 through 2: number 1, Pr, carries 0.49; number 2, P, carries 0.74